# C23H37N3O8S4Sr

A molecular structure, C23H37N3O8S4Sr at a distorted geometry (the ωB97M-V functional and the def2-TZVPD basis, OMol25).

Net charge ... -2
2S+1 ... 1
Energy above the lowest of the compared OMol25 structures with the same formula, charge and spin ... 34.7 kcal/mol
Gap between HOMO and LUMO ... 4.790 eV

```
76
Properties=species:S:1:pos:R:3:forces:R:3
Sr 0.10984 0.27459 0.03072 4.6 1.5 7.1
O -3.78767 -0.63058 -0.20445 0.1 0.0 0.1
C -2.53934 -0.29051 -0.27750 -1.2 0.0 -0.1
O -2.04313 0.72592 0.18495 -2.4 0.4 0.2
C -1.72898 -1.31175 -1.05933 -0.9 -1.0 -0.1
O -0.56321 -0.80053 -1.64286 -1.5 -2.1 -3.1
C -0.76543 0.33797 -2.45542 -0.1 0.6 -1.5
C 0.60892 1.02560 -2.64996 0.3 0.2 -0.9
O 0.92022 1.34603 -3.79826 -0.2 0.0 0.2
O 1.24863 1.21188 -1.57543 1.1 0.9 -1.7
H -4.34314 -0.05951 0.47701 0.1 0.0 -0.1
H -2.39227 -1.77126 -1.79629 0.1 0.0 0.0
H -1.41612 -2.08578 -0.34714 0.0 0.0 0.0
H -1.43267 1.07260 -1.98597 0.0 -0.2 0.0
H -1.19653 0.07312 -3.42239 0.1 -0.2 0.1
C 1.92028 -0.29976 5.00976 0.0 -0.1 -0.2
C 1.46058 -0.47677 3.57099 0.0 0.2 0.2
S 1.09668 1.04715 2.75361 0.0 -0.1 0.0
C 1.34462 -1.71698 3.06275 0.1 0.0 0.1
C 1.64491 -2.91713 3.94491 0.0 0.1 -0.1
S 0.87408 -2.13587 1.41773 -0.1 -0.2 -0.2
H 2.09789 0.75678 5.19354 0.0 0.0 0.1
H 2.84473 -0.85510 5.20808 0.0 0.0 0.1
H 1.16005 -0.65219 5.71737 0.0 0.0 0.0
H 0.93167 -2.98377 4.77521 0.0 0.0 0.0
H 2.65099 -2.86549 4.37828 0.0 0.0 0.0
H 1.56811 -3.82457 3.35046 0.0 -0.1 0.1
C 5.97218 2.86669 0.69218 -0.1 0.0 -0.1
C 4.76109 2.45105 -0.15824 0.2 0.0 0.0
C 5.08919 1.21673 -0.99341 -0.2 0.1 0.0
C 4.35030 3.57844 -1.11002 0.0 -0.1 0.1
N 3.59387 2.11054 0.65597 0.1 0.1 -0.3
N 3.22858 3.20972 1.52241 0.1 0.0 0.0
H 6.78994 3.24259 0.06973 0.0 0.0 0.0
H 6.33143 2.00860 1.26693 0.0 0.0 0.0
H 5.66104 3.64601 1.38712 0.0 0.0 0.0
H 5.90125 1.43979 -1.68924 0.0 -0.1 0.0
H 4.20074 0.92842 -1.55784 0.0 0.0 0.0
H 5.38961 0.37806 -0.35889 0.0 0.0 0.0
H 5.13834 3.77139 -1.84256 0.0 0.0 0.0
H 4.15247 4.49834 -0.55789 0.0 0.0 0.0
H 3.44337 3.26519 -1.63120 0.0 0.1 0.0
H 3.77215 1.29890 1.23745 -0.1 0.0 0.1
H 2.45611 3.66257 1.04518 -0.1 0.0 0.1
H 2.79118 2.75932 2.32788 -0.1 0.0 0.0
C 1.26473 -3.14257 -4.04894 0.1 0.1 0.1
C 2.55041 -2.80699 -3.31741 0.0 -0.1 -0.1
O 2.21258 -2.31137 -2.05262 -0.1 -0.1 0.0
C 3.32511 -2.01560 -1.22324 0.1 0.0 0.0
C 3.83082 -3.22284 -0.44837 -0.2 0.1 -0.1
H 1.47851 -3.48105 -5.06438 0.0 0.0 0.0
H 0.63604 -2.25281 -4.09590 0.0 0.0 0.0
H 0.72570 -3.92304 -3.51113 0.0 0.0 0.0
H 3.11791 -2.04974 -3.87885 0.0 0.0 0.0
H 3.18002 -3.70587 -3.23449 0.0 0.0 0.0
H 2.96778 -1.25636 -0.52615 0.1 0.0 0.0
H 4.12906 -1.58490 -1.83596 0.0 0.1 0.0
H 3.03536 -3.57458 0.20853 0.0 0.0 0.0
H 4.67563 -2.91477 0.17226 0.0 -0.1 0.0
H 4.15138 -4.02955 -1.11341 0.0 0.0 0.0
O -7.70504 0.73483 1.35989 0.1 0.0 0.1
S -6.53890 1.57850 1.50010 -0.3 0.1 -0.2
O -6.44979 2.66611 0.55550 0.1 0.0 0.2
N -5.16923 0.69306 1.55764 -0.3 0.2 0.2
C -4.64483 0.65323 2.79493 0.5 -0.7 0.0
S -3.39405 -0.32385 3.27086 -0.1 0.2 -0.1
C -5.32598 1.56542 3.74448 -0.4 0.4 0.2
C -4.97650 1.85165 5.05611 0.0 0.0 -0.1
C -5.75582 2.75202 5.76531 0.0 0.0 0.1
C -6.87486 3.34958 5.18799 0.0 -0.1 -0.1
C -7.22653 3.06075 3.87578 -0.2 0.1 -0.1
C -6.43265 2.17783 3.17698 0.5 -0.4 -0.1
H -4.10374 1.37936 5.48712 0.0 0.0 0.0
H -5.49034 2.99886 6.78617 0.0 0.0 0.0
H -7.46958 4.04780 5.76366 0.0 0.0 0.0
H -8.09420 3.51449 3.41307 0.0 0.0 0.0
```
Positions in Å, forces in eV/Å.